Entry 1:
A structure of composition C6H12O3. Source: the Open Molecules 2025 dataset; level of theory: ωB97M-V/def2-TZVPD.

Each line ends with the natural charge from an NBO analysis.
Positions of all 21 atoms, in Å:
C (1.0707, -0.2164, -2.1775)  0.087
C (-0.5806, -0.9342, -1.3673)  -0.826
O (1.6151, 0.7990, -1.5742)  -0.761
H (1.7963, 0.4302, -0.4220)  0.497
H (0.6215, 0.0123, -3.1472)  0.163
H (1.6426, -1.1522, -2.1562)  0.131
H (-0.6871, -1.6154, -2.2122)  0.204
H (-0.8566, -1.5640, -0.5302)  0.198
H (-1.2824, -0.1123, -1.4901)  0.193
C (-0.2608, 1.8804, 0.8460)  -0.648
C (0.5468, -0.5061, 0.9933)  0.853
C (-0.5310, 0.4671, 1.2676)  -0.130
C (-1.6534, 0.0711, 1.8697)  -0.282
O (0.3887, -1.7252, 1.5270)  -0.657
O (1.7284, -0.1591, 0.6717)  -0.657
H (1.2087, -2.2232, 1.3936)  0.508
H (-1.0774, 2.5307, 1.1527)  0.219
H (0.6635, 2.2436, 1.2985)  0.230
H (-0.1181, 1.9416, -0.2335)  0.257
H (-1.8029, -0.9504, 2.1837)  0.216
H (-2.4320, 0.7826, 2.1066)  0.205

## Properties
Energy relative to the best compared isomer or geometry (same formula, charge and spin): 375.4 kJ/mol
Total charge: 0
Orbital gap: 0.2876 Eh
Electronic energy: -461.4230 a.u.


Entry 2:
A cluster of 4 separate species, C3H15NO3 in total. Source: the Open Molecules 2025 dataset; level of theory: ωB97M-V/def2-TZVPD.

Each line ends with the natural charge from an NBO analysis.
Positions of all 22 atoms, in Å:
C (-1.7297, 0.7472, -2.5690)  -0.549
C (-0.6416, 0.2474, -1.5098)  -0.112
C (-0.7666, -1.2054, -1.0405)  -0.645
N (-0.5788, 1.1666, -0.3654)  -0.397
H (-2.2891, -0.1695, -2.7709)  0.270
H (-1.2682, 0.9633, -3.5522)  0.265
H (-2.2464, 1.5373, -2.0544)  0.225
H (0.2869, 0.1970, -2.0908)  0.316
H (0.1153, -1.6749, -0.6062)  0.263
H (-1.1193, -1.7849, -1.9020)  0.253
H (-1.5674, -1.2906, -0.2968)  0.222
H (-0.6947, 2.1178, -0.7224)  0.420
H (-1.3085, 0.8300, 0.2673)  0.427
H (2.2551, -2.0571, 2.2081)  0.498
H (1.3440, -1.2394, 1.2001)  0.471
O (1.3946, -1.6795, 2.0520)  -0.968
H (1.2013, 0.5570, -0.2770)  0.444
H (2.6553, 0.8723, -0.1456)  0.498
O (2.0651, 0.1178, -0.3503)  -0.908
H (-0.0170, -0.0340, 2.4669)  0.464
H (-1.0252, 0.4089, 3.3904)  0.469
O (-0.1848, 0.7359, 3.0411)  -0.924

## Properties
Energy relative to the best compared isomer or geometry (same formula, charge and spin): 126.9 kJ/mol
Total charge: +1
Orbital gap (alpha / beta): 0.4054 / 0.1836 Eh
Expectation value of S²: 0.76
Multiplicity: 2
Electronic energy: -403.3939 a.u.


Entry 3:
The molecule C2H3NO2. Source: the Open Molecules 2025 dataset; level of theory: ωB97M-V/def2-TZVPD.

Each line ends with the natural charge from an NBO analysis.
Positions of all 8 atoms, in Å:
C (-0.7077, 0.1390, -0.6693)  0.214
C (0.7243, 0.0199, 0.9449)  0.297
H (-1.7022, -0.1295, -0.3546)  0.143
H (-0.6095, 0.7339, -1.6008)  0.169
H (1.2435, 0.3602, 1.9045)  0.220
N (1.0664, -0.9915, 0.3141)  -0.152
O (-0.1497, 0.8373, 0.3104)  -0.486
O (0.1349, -0.9693, -0.8492)  -0.405

## Properties
Energy relative to the best compared isomer or geometry (same formula, charge and spin): 286.3 kJ/mol
Total charge: 0
Orbital gap: 0.3809 Eh
SMILES string: C1=NOCO1
Electronic energy: -283.1489 a.u.


Entry 4:
A structure of composition C41H54Cl2CoN4O5P4. Source: the Open Molecules 2025 dataset; level of theory: ωB97M-V/def2-TZVPD.

Each line ends with the Mulliken charge.
Positions of all 111 atoms, in Å:
Co (-0.1479, 0.0414, -0.0267)  2.103
C (2.7083, -0.5400, 5.8761)  -1.080
N (1.5111, -0.4875, 5.0544)  0.437
C (0.4435, -1.4141, 5.3852)  -0.984
P (1.4763, 0.3990, 3.6670)  0.667
O (0.1730, 0.3289, 3.0076)  -1.269
O (2.7422, -0.1632, 2.8200)  0.558
P (3.0946, -0.5367, 1.2770)  -1.200
O (2.1189, -0.1646, 0.2418)  0.182
N (4.5192, 0.2524, 1.0078)  0.595
C (5.6465, 0.0705, 1.9022)  -1.135
C (4.6267, 1.3183, 0.0281)  -0.747
N (3.5539, -2.1114, 1.4809)  0.564
C (3.0572, -3.0095, 2.5067)  -0.716
C (4.0309, -2.7836, 0.2739)  -1.038
N (2.0793, 1.8924, 4.1168)  0.165
C (2.7850, 2.7250, 3.1445)  -0.412
C (1.0984, 2.6518, 4.9000)  -0.972
H (2.4940, -0.2101, 6.8971)  0.357
H (3.4637, 0.1169, 5.4520)  0.229
H (3.1064, -1.5593, 5.9168)  0.340
H (-0.0398, -1.1352, 6.3267)  0.274
H (0.8331, -2.4320, 5.4840)  0.325
H (-0.2995, -1.3946, 4.5902)  0.227
H (5.4087, -0.7015, 2.6307)  0.276
H (5.8757, 0.9986, 2.4363)  0.308
H (6.5382, -0.2377, 1.3479)  0.377
H (3.6785, 1.4089, -0.4971)  0.010
H (5.4129, 1.0952, -0.6997)  0.299
H (4.8604, 2.2761, 0.5050)  0.281
H (3.8859, -3.6179, 2.8814)  0.308
H (2.2852, -3.6785, 2.1129)  0.232
H (2.6408, -2.4405, 3.3356)  0.037
H (4.2732, -2.0413, -0.4869)  0.321
H (3.2677, -3.4488, -0.1318)  0.292
H (4.9319, -3.3603, 0.5035)  0.343
H (2.0921, 3.3294, 2.5518)  0.220
H (3.3660, 2.0990, 2.4692)  -0.118
H (3.4663, 3.3899, 3.6808)  0.335
H (0.5346, 1.9729, 5.5401)  0.369
H (0.3936, 3.1837, 4.2524)  0.262
H (1.6185, 3.3784, 5.5274)  0.339
O (-0.2600, 0.0198, -2.1980)  -0.540
P (-1.1614, 0.2387, -3.3565)  0.689
C (-2.8807, 0.6792, -2.8803)  -1.377
P (-3.3548, -0.1100, -1.2940)  0.978
O (-2.3512, 0.1672, -0.2358)  -0.670
C (-3.6234, -1.8736, -1.5816)  0.679
C (-3.7016, -2.6526, -0.4259)  -0.941
C (-3.8786, -4.0216, -0.5210)  -0.649
C (-3.9774, -4.6215, -1.7699)  -0.577
C (-3.9167, -3.8491, -2.9195)  -0.626
C (-3.7476, -2.4755, -2.8273)  -0.567
C (-4.9571, 0.5749, -0.8167)  0.204
C (-6.1100, -0.1930, -0.6784)  -0.498
C (-7.2501, 0.3673, -0.1229)  -0.697
C (-7.2479, 1.6894, 0.2974)  -0.546
C (-6.1006, 2.4614, 0.1560)  -0.645
C (-4.9606, 1.9059, -0.3952)  -0.248
C (-0.5900, 1.5714, -4.4386)  0.841
C (0.7804, 1.5594, -4.6985)  -0.827
C (1.3390, 2.5169, -5.5262)  -0.598
C (0.5283, 3.4890, -6.1020)  -0.581
C (-0.8332, 3.5046, -5.8430)  -0.628
C (-1.3951, 2.5461, -5.0133)  -0.201
C (-1.2178, -1.2071, -4.4336)  0.788
C (-2.0266, -1.2481, -5.5686)  -0.606
C (-1.9756, -2.3437, -6.4121)  -0.673
C (-1.1037, -3.3920, -6.1414)  -0.494
C (-0.2881, -3.3446, -5.0195)  -0.678
C (-0.3433, -2.2536, -4.1649)  -0.351
H (-3.5994, 0.4707, -3.6746)  0.887
H (-2.8788, 1.7538, -2.6660)  0.362
H (-3.6143, -2.1683, 0.5396)  0.562
H (-3.9252, -4.6251, 0.3760)  0.420
H (-4.0950, -5.6949, -1.8449)  0.395
H (-3.9914, -4.3153, -3.8938)  0.434
H (-3.7191, -1.8844, -3.7320)  0.540
H (-6.1167, -1.2267, -1.0011)  0.418
H (-8.1421, -0.2342, -0.0031)  0.400
H (-8.1389, 2.1155, 0.7401)  0.387
H (-6.0945, 3.4891, 0.4955)  0.441
H (-4.0510, 2.4872, -0.4900)  -0.040
H (1.3971, 0.7990, -4.2322)  0.449
H (2.4033, 2.5143, -5.7223)  0.431
H (0.9640, 4.2416, -6.7467)  0.388
H (-1.4575, 4.2792, -6.2691)  0.423
H (-2.4598, 2.5703, -4.8134)  0.359
H (-2.6905, -0.4205, -5.7976)  0.387
H (-2.6134, -2.3806, -7.2864)  0.424
H (-1.0636, -4.2423, -6.8100)  0.408
H (0.3911, -4.1607, -4.8103)  0.457
H (0.2737, -2.2144, -3.2746)  0.060
Cl (-2.1127, 6.1683, -3.5619)  -0.275
C (-1.5080, 4.9697, -2.4427)  0.125
C (-2.2770, 4.5792, -1.3568)  -0.668
C (-1.7746, 3.6503, -0.4614)  -0.130
C (-0.4991, 3.0660, -0.6202)  0.404
C (0.0474, 2.1377, 0.3353)  -1.908
C (0.2252, 3.4629, -1.7643)  -0.174
C (-0.2533, 4.4132, -2.6435)  -0.870
H (-3.2579, 5.0163, -1.2108)  0.449
H (-2.3644, 3.3683, 0.4045)  0.461
H (-0.4240, 2.2029, 1.3135)  0.781
H (1.1380, 2.1582, 0.3748)  0.426
H (1.1953, 3.0127, -1.9447)  0.338
H (0.3385, 4.7282, -3.4929)  0.610
Cl (0.6668, -2.9181, -0.8167)  -0.367
C (-0.2528, -1.9914, 0.4270)  -0.458
H (0.1955, -2.2644, 1.3850)  0.347
H (-1.2607, -2.4036, 0.3853)  -0.006

## Properties
Energy relative to the best compared isomer or geometry (same formula, charge and spin): 0.0 kJ/mol
Total charge: 0
Orbital gap (alpha / beta): 0.2344 / 0.2404 Eh
Expectation value of S²: 3.76
Multiplicity: 4
Electronic energy: -5858.7716 a.u.


Entry 5:
The ion C4H11N2 with charge +1. Source: the Open Molecules 2025 dataset; level of theory: ωB97M-V/def2-TZVPD.

Each line ends with the natural charge from an NBO analysis.
Positions of all 17 atoms, in Å:
C (0.9372, -0.3850, 0.0699)  0.574
C (2.3118, -0.3418, -0.5636)  -0.712
C (-1.9142, 1.0841, -0.0704)  -0.635
C (-1.5678, -0.4106, 0.0206)  -0.242
N (0.8435, 0.1064, 1.2969)  -0.725
N (-0.1570, -0.7560, -0.5776)  -0.525
H (2.3131, -1.0031, -1.4132)  0.250
H (3.2737, -0.7555, -0.1215)  0.285
H (2.6239, 0.5706, -0.9357)  0.270
H (-1.6397, 1.6112, 0.8010)  0.214
H (-1.2962, 1.5935, -0.8247)  0.235
H (-2.9431, 1.2185, -0.3124)  0.251
H (-2.2781, -0.9059, -0.6111)  0.237
H (-1.6603, -0.9883, 0.9553)  0.223
H (1.4921, 0.3684, 1.9437)  0.431
H (-0.1219, 0.2350, 1.8066)  0.423
H (-0.2169, -1.2415, -1.4638)  0.447

## Properties
Energy relative to the best compared isomer or geometry (same formula, charge and spin): 112.2 kJ/mol
Total charge: +1
Orbital gap: 0.4419 Eh
SMILES string: CC/[NH+]=C(/C)N
Electronic energy: -268.2622 a.u.


Entry 6:
A cluster of 2 separate species, C16H28BBrCl2F11O10P2S2 in total. Source: the Open Molecules 2025 dataset; level of theory: ωB97M-V/def2-TZVPD.

Each line ends with the Mulliken charge.
Positions of all 73 atoms, in Å:
C (2.2705, -1.9174, 3.1666)  -0.731
C (2.4688, -2.0205, 1.5089)  -0.005
B (1.0116, -1.8476, 0.7078)  0.083
O (-0.1031, -2.4042, 1.5593)  -0.785
P (0.7544, -1.0409, -1.0213)  -0.306
Br (0.6536, -0.1829, -3.1770)  -0.165
C (-1.0806, -0.5661, -0.6560)  -0.601
C (-1.9989, -0.1164, -1.9362)  -0.342
C (-3.5536, -0.0688, -1.2935)  -0.862
C (-4.2703, -1.5524, -1.2697)  -0.517
S (-4.6636, -2.2534, -2.9685)  0.992
O (-4.6710, -1.1228, -4.0482)  -0.522
O (-3.4415, -3.1756, -3.3538)  -0.484
Cl (-6.4169, -3.3788, -3.0733)  -0.240
C (2.5395, -1.5673, -1.5450)  -1.311
O (2.8166, -3.0088, -1.4783)  0.617
C (4.0667, -3.3733, -2.1645)  -0.592
O (4.6477, -4.6272, -1.6594)  -0.404
C (3.9101, -5.8141, -2.1222)  -0.334
C (3.3110, -6.5462, -0.7492)  -0.117
O (4.2701, -6.4208, 0.3730)  -0.557
P (-0.1546, -2.8875, -1.8641)  0.778
O (0.1958, -4.2763, -0.8091)  -0.560
Cl (0.6516, -3.2583, -3.8452)  -0.388
S (1.3139, 0.9121, -0.4162)  1.264
O (2.7073, 1.4177, -0.9699)  -0.764
O (0.3210, 1.9344, -1.1106)  -0.587
C (1.2856, 1.3567, 1.3714)  0.657
F (1.2601, 2.8758, 1.3860)  -0.327
F (0.1117, 0.9886, 2.1821)  -0.272
F (2.5551, 1.0640, 2.1392)  -0.239
H (3.2615, -1.5722, 3.6993)  0.296
H (1.8595, -2.9528, 3.5235)  0.247
H (1.4346, -1.0800, 3.3236)  0.067
H (2.9453, -3.0695, 1.2143)  0.126
H (3.2599, -1.2100, 1.2402)  0.235
H (-0.5873, -1.6257, 1.9740)  0.340
H (-1.6798, -1.5154, -0.2420)  0.147
H (-1.2150, 0.2614, 0.1556)  0.254
H (-1.8446, 0.9812, -2.3105)  0.260
H (-2.1076, -0.9221, -2.7858)  0.293
H (-3.5417, 0.4693, -0.2302)  0.344
H (-4.1793, 0.5998, -2.0208)  0.409
H (-3.6774, -2.3218, -0.5759)  0.316
H (-5.3190, -1.4102, -0.7198)  0.418
H (2.7912, -1.2631, -2.6739)  0.522
H (3.3944, -1.0559, -0.9166)  0.307
H (3.8956, -3.4200, -3.3210)  0.290
H (4.8315, -2.4899, -1.9552)  0.210
H (4.7189, -6.5710, -2.5415)  0.301
H (3.0836, -5.6041, -2.9240)  0.234
H (2.3371, -5.9601, -0.4472)  0.079
H (3.0422, -7.6820, -0.9995)  0.270
H (3.7783, -6.5411, 1.2574)  0.318
H (-0.5464, -4.9279, -1.0471)  0.310
C (-1.6791, 6.6197, 3.4898)  -0.712
C (-1.4612, 7.8201, 2.5550)  0.884
C (-2.6124, 8.1162, 1.5982)  0.094
F (-2.8791, 7.0814, 0.7698)  -0.181
F (-2.3112, 9.1741, 0.7998)  -0.288
F (-0.2883, 7.6545, 1.8878)  -0.260
F (-1.2796, 8.9210, 3.3509)  -0.340
O (-1.1162, 5.3738, 3.0677)  -0.349
C (-1.9039, 4.6334, 2.1365)  0.677
C (-1.2427, 4.5122, 0.7574)  0.655
F (-0.9555, 5.7276, 0.2274)  -0.240
F (-2.0655, 3.8887, -0.1269)  -0.252
F (-3.1463, 5.1699, 2.0847)  -0.288
F (-2.0565, 3.3954, 2.6806)  -0.246
H (-1.1465, 6.8528, 4.4204)  0.415
H (-2.7268, 6.5120, 3.7969)  0.293
H (-3.5259, 8.3644, 2.1446)  0.267
H (-0.3079, 3.9443, 0.8195)  -0.099

## Properties
Total charge: -1
Orbital gap: 0.2158 Eh
Electronic energy: -7475.3883 a.u.